# 1
{"formula": "C25H77N15O11", "method": "wB97M-V/def2-TZVPD", "species": ["C", "C", "C", "O", "C", "N", "H", "H", "H", "H", "H", "H", "H", "H", "H", "H", "H", "C", "C", "C", "O", "C", "N", "H", "H", "H", "H", "H", "H", "H", "H", "H", "H", "H", "C", "C", "C", "O", "C", "N", "H", "H", "H", "H", "H", "H", "H", "H", "H", "H", "H", "C", "C", "C", "O", "C", "N", "H", "H", "H", "H", "H", "H", "H", "H", "H", "H", "H", "C", "C", "C", "O", "C", "N", "H", "H", "H", "H", "H", "H", "H", "H", "H", "H", "H", "O", "H", "H", "C", "O", "N", "N", "H", "H", "H", "H", "C", "O", "N", "N", "H", "H", "H", "H", "C", "O", "N", "N", "H", "H", "H", "H", "C", "O", "N", "N", "H", "H", "H", "H", "C", "O", "N", "N", "H", "H", "H", "H"], "positions_angstrom": [[1.6540, -1.1817, 6.1166], [0.6404, -2.3241, 6.2384], [-0.7822, -1.9408, 5.8694], [-1.7512, -2.7678, 6.5621], [-3.0749, -2.3696, 6.3445], [1.0564, -3.5358, 5.4945], [2.6401, -1.5458, 6.3102], [1.4088, -0.3830, 6.8093], [1.6283, -0.7706, 5.0938], [0.5642, -2.5753, 7.3116], [-0.9421, -2.1462, 4.8377], [-0.8387, -0.8519, 6.0531], [-3.7086, -3.2686, 6.3488], [-3.2266, -1.9927, 5.3633], [-3.4849, -1.6778, 7.0763], [1.8179, -3.9284, 6.0291], [0.2442, -4.1521, 5.5534], [-2.7160, -4.2274, 1.2111], [-1.8478, -3.3835, 0.3623], [-0.9829, -4.2328, -0.7023], [0.1185, -4.8676, -0.1516], [1.0987, -5.3125, -1.0425], [-2.4608, -2.2842, -0.2548], [-2.2047, -5.0388, 1.6632], [-3.5686, -4.6493, 0.5689], [-3.0994, -3.7435, 2.1470], [-1.1106, -2.9868, 1.0623], [-0.6079, -3.4866, -1.4330], [-1.6538, -4.9313, -1.1220], [1.7649, -4.4920, -1.4703], [0.7454, -5.8787, -1.8629], [1.8236, -5.8733, -0.3957], [-3.1454, -1.8323, 0.3765], [-2.7996, -2.3411, -1.2069], [-5.0217, 4.0697, -1.0451], [-3.6373, 3.9836, -0.2555], [-2.5971, 4.7403, -0.9748], [-2.1903, 3.9424, -2.1144], [-1.1313, 4.6086, -2.7981], [-3.7816, 4.5628, 1.0805], [-5.2741, 5.1206, -1.0329], [-5.7387, 3.4101, -0.6494], [-4.8930, 3.7332, -2.0448], [-3.3351, 2.9924, -0.0607], [-1.7244, 4.9816, -0.3995], [-3.0545, 5.6948, -1.2843], [-0.5856, 3.8431, -3.3691], [-0.5035, 5.2595, -2.1151], [-1.5482, 5.3378, -3.4613], [-4.2623, 5.4249, 1.0353], [-4.4114, 3.9938, 1.7141], [-3.2217, -1.9184, -4.2548], [-3.0616, -0.4473, -4.4703], [-2.4271, 0.3519, -3.3662], [-3.0356, 0.0643, -2.0625], [-4.2765, 0.6668, -1.8155], [-2.3733, -0.1550, -5.7629], [-3.5422, -2.1111, -3.2404], [-2.2036, -2.4146, -4.4363], [-3.8932, -2.4160, -4.9197], [-4.0923, -0.0544, -4.5804], [-2.6410, 1.3860, -3.5428], [-1.3431, 0.1762, -3.3618], [-4.3802, 1.7569, -2.0411], [-4.4696, 0.6326, -0.7455], [-5.1431, 0.2214, -2.3454], [-2.4186, 0.7803, -5.9647], [-1.3779, -0.3317, -5.5536], [0.9974, -2.0274, -3.8456], [2.4790, -1.6220, -3.8340], [2.6144, -0.2053, -3.2508], [1.7322, 0.6915, -3.9302], [2.2446, 2.0153, -4.0281], [3.2225, -2.5941, -3.0719], [0.3719, -1.8647, -2.9546], [0.9391, -3.0711, -3.9676], [0.3707, -1.6015, -4.6720], [2.8636, -1.6008, -4.8343], [3.6412, 0.2012, -3.2063], [2.2553, -0.2773, -2.1903], [3.2211, 1.9053, -4.4810], [2.4459, 2.3903, -3.0341], [1.5643, 2.5924, -4.5982], [4.2806, -2.4388, -3.0220], [2.7673, -2.7963, -2.1816], [2.3633, 1.8794, 2.5375], [2.2551, 1.9811, 1.5751], [3.2575, 1.5141, 2.6458], [4.1483, 4.1239, -1.4432], [4.7506, 3.2537, -2.0792], [3.1550, 3.8450, -0.5573], [4.3874, 5.4741, -1.7321], [3.0021, 2.8468, -0.4964], [3.0545, 4.4491, 0.2591], [3.6926, 6.0921, -1.5165], [4.9195, 5.6657, -2.5421], [5.1980, 0.9236, 1.3161], [4.8337, 0.8142, 2.5009], [4.7789, 0.1271, 0.3577], [5.9308, 2.0329, 0.8322], [4.0407, -0.4551, 0.7270], [5.1085, 0.1905, -0.6265], [6.4227, 2.7178, 1.4595], [5.9414, 2.3568, -0.1537], [-1.0001, 0.6984, 2.6638], [-2.1028, 0.2682, 2.4064], [-0.7168, 1.9884, 2.1704], [0.0762, 0.1180, 3.2805], [0.2045, 2.4098, 2.2082], [-1.4392, 2.5206, 1.7155], [-0.0816, -0.8490, 3.2305], [1.0147, 0.4675, 3.1982], [2.4390, -2.0265, 2.0879], [2.7737, -1.6577, 0.9489], [1.2607, -2.7877, 2.3155], [3.2155, -1.8309, 3.1824], [1.1057, -3.0932, 3.2390], [0.8835, -3.2298, 1.5551], [3.9423, -1.1539, 3.2051], [2.7561, -1.9634, 4.1130], [0.4853, 0.9149, -0.4189], [1.5282, 1.4944, -0.1143], [0.2415, -0.3429, 0.0612], [-0.4532, 1.6027, -1.0926], [1.1327, -0.7925, 0.3978], [-0.5316, -0.8804, -0.3089], [-0.2557, 2.5070, -1.5232], [-1.3379, 1.1753, -1.4050]], "forces_ev_per_a": [[-1.17, -0.14, -1.02], [-0.28, -0.41, 1.16], [0.11, 0.17, 0.69], [1.31, 0.72, 0.23], [-0.82, -1.16, 0.11], [-0.48, 0.84, 0.01], [0.75, -0.20, 0.29], [0.05, 0.09, 0.07], [-0.01, 0.06, 0.48], [0.11, 0.08, -0.10], [-0.11, 0.24, -1.22], [-0.73, -0.42, 0.08], [0.22, 0.07, 0.37], [0.07, 0.79, -1.03], [0.30, 0.26, 0.20], [0.07, -0.54, -0.15], [0.49, -0.26, -0.02], [-2.64, -0.82, 0.11], [2.87, -1.36, 0.02], [-0.54, 2.76, 0.64], [0.08, -0.10, 1.21], [2.60, 1.09, 1.20], [-1.05, 1.88, -0.16], [0.86, -1.15, -0.04], [0.88, 0.52, 1.14], [-0.12, 0.28, -1.16], [0.40, 0.22, -0.02], [-0.46, -0.33, -0.06], [-0.77, -0.96, -1.01], [-1.14, -0.48, 0.39], [-0.62, -0.85, -0.75], [-0.76, 0.03, -0.80], [0.63, -0.25, -0.83], [-0.05, -0.28, 0.27], [2.70, 0.11, 0.53], [-2.65, 0.68, 0.73], [0.03, -0.21, -1.67], [0.41, 1.03, 0.68], [0.05, 0.17, 0.60], [-0.53, -1.45, 1.54], [-0.57, 0.15, -0.01], [-1.12, -0.44, 1.00], [0.26, 0.06, -1.14], [0.43, -1.40, -0.30], [0.44, -0.10, 0.67], [0.26, 0.01, -0.30], [0.13, 0.45, 0.29], [-0.20, -1.27, -0.43], [-0.35, 0.40, -0.87], [-0.42, 1.30, -0.18], [1.17, 0.53, -1.20], [2.60, -0.92, 0.25], [-1.55, 0.97, -1.62], [-0.94, -0.75, 1.04], [1.07, 0.13, -0.69], [-1.16, 1.02, -0.16], [0.78, -3.29, 1.70], [-0.02, -0.14, 0.29], [-1.22, 0.45, 0.50], [-0.55, 0.06, -0.61], [0.32, 0.00, -0.06], [0.27, 0.90, -0.33], [-0.18, -0.04, 0.57], [0.83, -0.66, -0.25], [0.09, -0.41, 0.12], [0.53, -0.29, 0.15], [-0.32, 2.90, -0.62], [-0.41, 0.01, -0.53], [-1.06, 0.80, -0.73], [-0.56, 1.12, 0.85], [-1.03, 0.21, 1.10], [-0.07, -0.29, -0.24], [0.97, -1.83, 0.86], [1.72, -0.45, 0.10], [0.76, 0.51, 0.28], [0.10, -1.55, -0.41], [0.94, -0.07, 0.51], [0.09, -0.14, -0.76], [-0.18, -0.31, -0.35], [0.43, 0.10, -0.49], [0.33, 0.60, -0.57], [-0.28, 0.56, 0.35], [-0.56, 0.66, -0.50], [-2.41, -0.15, 0.23], [0.72, 0.32, -0.11], [-0.29, 0.31, -0.02], [-0.16, -0.45, 0.10], [0.16, 0.04, 0.05], [0.54, 0.53, -1.67], [-0.20, 0.22, 0.68], [0.60, 0.60, 0.05], [1.13, -2.59, 0.89], [-0.44, -0.01, 0.57], [-0.15, -0.59, -0.41], [-1.95, 1.86, 0.59], [0.50, -0.05, -0.63], [0.76, 3.28, -0.48], [0.84, -0.29, -0.30], [0.43, -0.52, -1.12], [1.01, 1.05, 0.79], [-0.43, -0.94, -1.01], [-0.74, -0.11, 1.49], [-1.15, -1.55, -0.63], [-0.37, -0.92, 0.97], [1.34, 3.93, -2.17], [-0.54, -1.64, 0.90], [0.46, -0.31, 0.80], [-1.76, -0.07, 0.46], [-0.29, -0.36, 0.21], [-0.09, -0.33, 0.13], [0.47, -1.53, 0.17], [0.16, 0.53, -0.49], [-0.79, -1.35, -0.30], [-0.67, -0.32, 0.77], [3.20, 3.31, 0.73], [-1.66, -0.67, 1.88], [-0.24, -0.80, 1.11], [-1.09, -1.37, -2.07], [0.56, 0.80, -0.60], [0.72, -0.12, -1.46], [-0.11, 0.04, 0.93], [1.27, 0.30, -0.06], [1.18, 0.27, -0.47], [-1.86, -0.20, -1.27], [-1.41, 0.32, -0.56], [-0.11, -0.19, 0.19], [0.26, -0.73, 0.64], [0.78, 0.18, 0.56]], "lowdin_charge": [-0.058, -0.422, -0.188, -0.177, -0.122, 0.045, 0.070, 0.088, 0.049, 0.139, 0.098, 0.136, 0.091, 0.070, 0.087, 0.079, 0.086, -0.076, -0.470, -0.168, -0.193, -0.101, 0.048, 0.058, 0.110, 0.090, 0.103, 0.114, 0.109, 0.084, 0.073, 0.107, 0.105, 0.057, -0.033, -0.421, -0.207, -0.210, -0.106, 0.030, 0.075, 0.057, 0.045, 0.110, 0.114, 0.134, 0.084, 0.106, 0.072, 0.044, 0.110, -0.048, -0.447, -0.166, -0.226, -0.114, 0.068, 0.056, 0.102, 0.069, 0.140, 0.111, 0.119, 0.069, 0.092, 0.096, 0.025, 0.066, -0.060, -0.429, -0.195, -0.211, -0.085, 0.027, 0.064, 0.051, 0.075, 0.130, 0.122, 0.118, 0.085, 0.061, 0.071, 0.114, 0.049, -0.084, -0.003, -0.008, -0.649, -0.013, 0.170, 0.159, 0.055, 0.119, 0.047, 0.087, -0.647, -0.035, 0.192, 0.129, 0.049, 0.140, 0.119, 0.077, -0.657, 0.008, 0.152, 0.177, 0.067, 0.075, 0.040, 0.059, -0.571, -0.027, 0.196, 0.196, 0.039, 0.033, 0.075, 0.075, -0.663, -0.048, 0.209, 0.210, 0.085, 0.071, 0.094, 0.080], "total_charge": 0, "e_above_lowest_ev": 0.000, "lumo_energy_ev": 0.53, "gap_ev": 9.29}



# 2
{"formula": "C25H7F7N5O2S2Ti", "method": "wB97M-V/def2-TZVPD", "species": ["Ti", "F", "C", "F", "F", "C", "C", "C", "C", "N", "C", "S", "H", "H", "H", "O", "C", "O", "C", "C", "C", "C", "C", "C", "S", "H", "H", "H", "H", "F", "C", "C", "F", "C", "C", "C", "F", "C", "C", "C", "N", "C", "N", "F", "C", "C", "N", "C", "N"], "positions_angstrom": [[0.3805, 0.9993, -1.8139], [-1.9645, 5.2204, -3.0908], [-2.9874, 4.4144, -3.3965], [-4.1214, 5.0447, -3.0220], [-3.0298, 4.3082, -4.7460], [-2.8802, 3.0638, -2.7477], [-3.9619, 2.5206, -2.0956], [-3.8807, 1.2696, -1.4739], [-2.6740, 0.6176, -1.5058], [-1.6384, 1.1244, -2.1976], [-1.6955, 2.3063, -2.8495], [-0.2203, 2.6855, -3.6465], [-4.8813, 3.0891, -2.0341], [-4.7201, 0.8499, -0.9413], [-2.4861, -0.3031, -0.9685], [-1.1250, -1.9804, 0.1620], [-0.1200, -1.5249, -0.3047], [0.0322, -0.2005, -0.4992], [1.0969, -2.2787, -0.6954], [1.4966, -3.3214, 0.1345], [2.6605, -4.0213, -0.1357], [3.4018, -3.6931, -1.2608], [2.9990, -2.6673, -2.1039], [1.8499, -1.9375, -1.8213], [1.4082, -0.6632, -3.0000], [0.9006, -3.5529, 1.0087], [2.9886, -4.7971, 0.5432], [4.3117, -4.2359, -1.4864], [3.5849, -2.4207, -2.9799], [-1.3299, 1.6970, 2.7603], [-0.2258, 0.9459, 2.6691], [-0.1496, -0.1752, 3.4590], [-1.1820, -0.3976, 4.2810], [0.9143, -1.1027, 3.4105], [1.9274, -0.7107, 2.5113], [1.8501, 0.4140, 1.7336], [2.8519, 0.6439, 0.8837], [0.7662, 1.2984, 1.7533], [0.5815, 2.3068, 0.7155], [1.3979, 2.4514, -0.3745], [1.8696, 2.3896, -1.4698], [-0.5315, 3.2117, 0.6943], [-1.4051, 3.9532, 0.5737], [3.0335, -1.4591, 2.3859], [0.9675, -2.3056, 4.1670], [1.9275, -3.3121, 3.9077], [2.6944, -4.1613, 3.7309], [0.0246, -2.6351, 5.1726], [-0.7073, -2.9683, 6.0035]], "forces_ev_per_a": [[0.52, 0.43, -0.53], [-0.17, -0.07, -0.04], [0.00, 0.06, -0.11], [0.13, -0.04, -0.09], [0.03, 0.07, 0.22], [0.07, -0.04, -0.23], [-0.10, -0.10, 0.22], [0.09, 0.11, -0.09], [-0.11, 0.13, -0.01], [-0.20, 0.08, 0.29], [-0.34, 0.00, 0.01], [0.06, -0.28, 0.17], [0.04, -0.02, -0.03], [0.01, 0.01, 0.01], [-0.01, -0.03, -0.01], [-0.11, -0.19, 0.07], [0.14, 0.43, -0.15], [-0.02, -0.33, 0.13], [-0.01, -0.19, 0.10], [0.02, 0.02, -0.06], [-0.02, 0.01, 0.03], [0.03, -0.04, -0.01], [0.00, -0.03, 0.04], [0.01, 0.07, -0.07], [-0.02, 0.04, 0.09], [0.01, 0.01, 0.00], [-0.01, 0.02, 0.00], [-0.01, 0.02, 0.01], [-0.02, 0.02, 0.00], [-0.14, 0.09, 0.03], [0.13, -0.08, 0.01], [0.05, 0.00, -0.03], [-0.13, -0.08, 0.12], [-0.05, 0.11, -0.03], [-0.03, 0.03, 0.00], [-0.39, -0.03, 0.27], [0.40, 0.15, -0.39], [0.14, -0.14, -0.11], [0.01, 0.20, -0.16], [-0.43, -0.35, 0.36], [0.31, -0.03, 0.02], [0.00, 0.16, -0.02], [0.04, -0.09, 0.00], [0.10, -0.02, -0.01], [-0.07, 0.07, -0.06], [0.26, -0.16, 0.08], [-0.18, 0.06, -0.06], [-0.13, -0.10, 0.09], [0.10, 0.07, -0.07]], "lowdin_charge": [0.691, 0.135, -0.591, 0.126, 0.128, -0.114, 0.024, -0.021, -0.065, -0.093, -0.678, 0.714, 0.128, 0.112, 0.114, 0.141, -0.501, -0.214, -0.153, -0.004, -0.057, -0.072, -0.117, -0.530, 0.715, 0.125, 0.106, 0.104, 0.098, 0.104, -0.161, -0.152, 0.099, -0.060, -0.164, -0.182, 0.114, -0.081, -0.172, -0.242, 0.056, -0.190, 0.183, 0.094, -0.209, -0.264, 0.118, -0.255, 0.112], "total_charge": -1, "e_above_lowest_ev": 0.473, "lumo_energy_ev": [0.58, 0.58], "gap_ev": [4.96, 4.97]}



Computed DFT total energy, in the same sequence as the records: -2647.7912 -3726.2419 Ha.